No. 1
Molecular formula: C38H68BrN8OS2Si2Sr
Method: DFT, wB97M-V/def2-TZVPD

Geometry as XYZ:
```
121
Properties=species:S:1:pos:R:3:lowdin_charge:R:1
Sr -0.50972 0.36975 -0.32383 1.22
N 1.65126 -0.42661 1.05135 -0.05
C 3.07835 -0.77571 0.86378 -0.24
C 3.73357 0.05203 -0.23191 -0.26
N 3.89524 1.46117 0.13096 -0.01
H 1.62151 0.38387 1.67989 0.02
H 1.22608 -1.16193 1.61340 0.03
H 3.13755 -1.84012 0.64059 0.09
H 3.62945 -0.61741 1.79770 0.12
H 3.14570 -0.01914 -1.15374 0.10
H 4.72003 -0.35973 -0.45404 0.12
H 4.40910 1.47471 1.00931 0.04
H 2.98357 1.84229 0.37191 -0.02
C -1.29093 2.57989 4.96029 -0.03
C -2.30475 2.69301 3.85844 -0.33
C -3.50686 3.34472 4.04993 -0.04
C -4.41903 3.35647 2.99760 -0.06
C -4.09209 2.76375 1.80295 -0.05
C -2.82362 2.16001 1.64075 -0.46
N -1.97653 2.11202 2.69080 0.08
N -2.39897 1.61839 0.45633 -0.25
Si -3.04107 2.20189 -1.02032 0.33
C -4.46331 1.20299 -1.71662 -0.16
C -3.44712 4.03261 -1.04910 -0.15
C -1.68700 1.93012 -2.34666 -0.23
H -1.52222 3.25574 5.78138 0.08
H -0.28986 2.80592 4.58763 0.06
H -1.27692 1.56168 5.35686 0.08
H -3.73440 3.80778 4.99943 0.11
H -5.38719 3.82599 3.12113 0.11
H -4.80492 2.74671 0.98876 0.09
H -5.33563 1.23987 -1.06023 0.03
H -4.17506 0.15170 -1.81087 0.02
H -4.77595 1.56078 -2.70073 0.04
H -2.92824 4.56116 -0.24711 0.03
H -4.51495 4.21606 -0.92378 0.04
H -3.15112 4.48207 -1.99972 0.03
H -0.61588 2.14564 -2.18463 -0.01
H -1.96074 2.64288 -3.13163 0.05
H -1.75420 0.96696 -2.86576 0.00
S 2.75550 2.65913 3.07708 0.61
C 3.17465 4.14766 2.47180 -1.16
N 3.87728 4.39058 1.36293 -0.04
C 4.00441 5.77660 0.92820 -0.20
C 3.83525 6.62354 2.18565 -0.40
S 2.75734 5.64244 3.27576 0.93
H 4.07924 3.63107 0.72354 0.10
H 3.23096 6.02239 0.19862 0.09
H 4.97819 5.93546 0.46777 0.13
H 3.36847 7.57776 1.95806 0.08
H 4.78170 6.79484 2.69469 0.08
N -1.22255 -0.71020 2.76716 0.10
C -0.15058 -1.27420 3.42720 -0.36
C 0.08688 -2.65077 3.37897 -0.07
C 1.22371 -3.18790 3.96829 -0.09
C 2.14236 -2.37642 4.61698 -0.10
C 1.89731 -1.00909 4.68489 -0.08
C 0.76708 -0.46033 4.10495 -0.07
H -1.43417 0.28375 2.83991 0.04
H -1.94448 -1.32566 2.43933 0.06
H -0.62485 -3.29747 2.87774 0.09
H 1.38588 -4.25784 3.92100 0.11
H 3.02419 -2.80092 5.07627 0.10
H 2.59420 -0.35733 5.19751 0.11
H 0.59607 0.60854 4.15213 0.08
N 1.80355 5.27537 -3.47804 0.18
C 1.66328 5.78204 -2.22727 -0.51
O 2.00124 6.90895 -1.92476 0.07
C 1.09429 4.85944 -1.18887 -0.13
C 0.33223 5.41515 -0.16159 0.02
C -0.12659 4.59561 0.84452 -0.02
C 0.20516 3.24819 0.80373 -0.18
N 0.92947 2.69287 -0.17415 -0.03
C 1.36728 3.50485 -1.14938 -0.11
H 2.13922 5.89902 -4.19396 0.12
H 1.32203 4.44151 -3.76175 0.10
H 0.13071 6.47860 -0.17304 0.14
H -0.72293 4.97081 1.66501 0.13
H -0.12274 2.59821 1.60826 0.07
H 1.99125 3.04050 -1.90699 0.13
C -2.93462 -5.60456 -1.12170 -0.11
C -2.12486 -5.09370 -2.32543 -0.63
C -1.60926 -6.30409 -3.12666 -0.08
C -3.11195 -4.32485 -3.21595 -0.10
Si -0.64337 -4.01475 -1.78571 0.55
Br -1.52026 -2.64267 -0.11486 0.53
C 0.76768 -4.96617 -0.91727 -0.62
C 1.67726 -5.62797 -1.96883 -0.08
C 0.21172 -6.05806 0.00986 -0.09
C 1.64598 -4.05896 -0.04567 -0.12
C -0.05227 -2.73791 -3.09655 -0.61
C 1.18776 -1.96771 -2.61346 -0.11
C -1.13064 -1.69201 -3.41684 -0.12
C 0.30013 -3.45397 -4.41294 -0.07
H -3.73765 -6.24488 -1.49740 0.09
H -3.39976 -4.78541 -0.57296 0.05
H -2.34892 -6.19388 -0.42082 0.06
H -2.46786 -6.87252 -3.49473 0.10
H -1.01031 -6.98221 -2.51962 0.07
H -1.01705 -6.01253 -3.99639 0.07
H -3.96758 -4.97349 -3.42266 0.09
H -2.68226 -4.04875 -4.17877 0.07
H -3.49697 -3.42765 -2.72669 0.08
H 1.13724 -6.27560 -2.66057 0.07
H 2.41743 -6.24672 -1.45365 0.10
H 2.22825 -4.88882 -2.55270 0.07
H -0.31382 -6.84521 -0.52806 0.07
H -0.45914 -5.64671 0.76726 0.08
H 1.04951 -6.52709 0.53354 0.09
H 2.16204 -3.29699 -0.62452 0.05
H 2.41439 -4.67506 0.43211 0.10
H 1.08029 -3.57219 0.75056 0.04
H 1.08811 -1.59855 -1.58569 0.02
H 1.36749 -1.11708 -3.27963 0.10
H 2.09011 -2.57955 -2.62691 0.08
H -1.42133 -1.10962 -2.53829 0.00
H -2.04696 -2.11858 -3.81279 0.07
H -0.74111 -0.99580 -4.16666 0.10
H 1.04632 -4.23740 -4.27989 0.07
H 0.71006 -2.72767 -5.12130 0.10
H -0.57856 -3.89934 -4.87944 0.07
```

Properties
* LUMO: -2.11 eV
* electronic energy: -162785.5243 eV
* frontier orbital gap: 7.65 eV
* energy above the lowest of the compared OMol25 structures with the same formula, charge and spin: 2.1196 eV
* total charge: +1
* E_HOMO: -0.3588 Ha

---

No. 2
Molecular formula: C38H69Cl3FNO4P2RuSSi2
Method: DFT, wB97M-V/def2-TZVPD

Geometry as XYZ:
```
122
Properties=species:S:1:pos:R:3:mulliken_spin:R:1
Ru 0.30982 -0.41191 1.34303 3.52
C -3.38339 1.86864 0.62582 0.02
C -3.09000 0.96433 1.83693 0.00
C -4.23131 0.69568 2.80201 0.01
P -2.19303 -0.56723 1.18523 0.18
C -3.12491 -1.04170 -0.35911 0.03
C -2.52099 -2.26387 -1.04794 0.01
C -4.63975 -1.26399 -0.12356 0.01
C -2.41290 -1.79063 2.51884 0.03
C -3.26376 -2.87874 2.58857 -0.01
C -3.14973 -3.81528 3.62587 0.02
C -4.06208 -4.98256 3.72637 0.00
C -2.25991 -3.55597 4.67179 0.01
C -1.32309 -2.50778 4.60402 0.01
C -1.43231 -1.57139 3.54281 -0.08
N -0.50682 -0.54475 3.27753 0.17
C -0.20597 0.43771 4.20309 0.02
C -0.72143 0.49637 5.53367 0.03
C -0.54543 1.64413 6.26695 -0.01
C 0.10531 2.80199 5.76084 0.04
C 0.02522 4.13693 6.43736 0.00
C 0.75425 2.66385 4.51734 0.00
C 0.72129 1.44942 3.83499 -0.02
P 1.68046 1.42418 2.28797 0.20
C 3.45625 1.28479 3.03800 0.00
C 3.58084 0.04198 3.89981 0.03
C 4.03109 2.48167 3.79562 0.01
C 2.13404 3.03679 1.36383 0.03
C 1.39673 4.35816 1.71218 0.00
C 2.03491 2.73131 -0.12201 0.02
H -3.40485 2.91564 1.03064 0.00
H -4.30878 1.65807 0.06350 0.00
H -2.52918 1.83858 -0.07406 -0.01
H -2.22945 1.46857 2.32833 0.01
H -5.12426 0.25487 2.25797 0.00
H -4.57929 1.66329 3.19719 0.00
H -3.98152 0.01234 3.61499 0.00
H -2.97365 -0.17934 -1.04066 0.00
H -2.68234 -3.18872 -0.43357 0.00
H -1.46633 -2.13758 -1.13978 0.03
H -2.91143 -2.42312 -2.06390 0.00
H -4.88914 -1.45422 0.93394 0.00
H -4.98323 -2.15341 -0.69814 0.00
H -5.29101 -0.39449 -0.40040 0.00
H -3.91148 -3.12218 1.77268 0.00
H -4.65565 -5.07821 2.76768 0.00
H -4.67469 -4.92829 4.64380 0.00
H -3.47217 -5.91307 3.85788 0.00
H -2.23590 -4.21104 5.52953 0.00
H -0.49427 -2.42084 5.30666 0.00
H -1.30954 -0.33918 5.98017 0.00
H -1.04827 1.66558 7.26354 0.00
H -0.47468 4.06042 7.41098 0.00
H -0.49942 4.87938 5.80700 0.00
H 1.02446 4.61495 6.60815 0.00
H 1.34459 3.48485 4.09089 -0.01
H 4.04862 1.11360 2.08322 0.01
H 3.06387 0.21992 4.88197 0.00
H 4.64543 -0.17265 4.06367 0.00
H 3.13538 -0.85910 3.47539 -0.01
H 3.33537 2.70087 4.62194 0.00
H 4.19027 3.43696 3.26450 0.00
H 5.00707 2.16948 4.24520 0.00
H 3.18342 3.23336 1.59839 0.00
H 0.33544 4.14904 1.87498 0.00
H 1.52762 5.04951 0.86122 0.00
H 1.77588 4.87053 2.63150 0.00
H 0.96860 2.46310 -0.40586 -0.01
H 2.62406 1.83108 -0.33541 -0.01
H 2.41617 3.53572 -0.75618 0.01
O 4.45665 0.51448 -0.51705 0.00
H 4.22882 -0.29328 -0.01372 0.00
H 5.42872 0.55875 -0.42309 0.00
F -0.22242 1.81088 1.46351 0.03
Cl 1.83277 -3.20758 3.07325 0.02
Si 1.24688 -2.46556 1.16569 0.01
Cl -0.00357 -3.96336 0.41527 0.03
Cl 3.06789 -2.71464 0.11893 0.02
C -0.66784 1.29668 -5.90385 0.00
C -0.99923 1.55954 -4.42310 0.00
C -2.25636 0.84157 -3.93505 0.01
C -1.09703 3.07852 -4.13643 0.00
O 0.13626 1.06455 -3.64351 0.07
Si 0.66701 -0.40742 -3.23048 0.07
S 0.75750 -0.31641 -1.02638 0.36
O 2.16576 -0.72336 -3.78884 0.03
C 3.36519 -0.03963 -4.17739 0.00
C 4.56024 -0.89997 -3.68305 0.00
C 3.35757 0.04608 -5.69889 0.00
C 3.46499 1.35966 -3.50065 0.02
O -0.35550 -1.61025 -3.74675 0.02
C -0.11955 -2.87127 -4.45235 0.00
C 0.43328 -2.53856 -5.84310 0.00
C 0.82158 -3.73465 -3.63059 0.01
C -1.52677 -3.52655 -4.54274 0.00
H -1.35314 1.89474 -6.57520 0.00
H -0.82284 0.22621 -6.09031 0.00
H 0.38026 1.57631 -6.12487 0.00
H -3.14222 1.09457 -4.60741 0.00
H -2.51956 1.17303 -2.91494 0.00
H -2.06342 -0.26338 -4.00550 0.00
H -1.84518 3.54497 -4.82451 0.00
H -0.11080 3.55081 -4.29842 0.00
H -1.45211 3.24140 -3.11407 0.00
H 4.51135 -1.96071 -4.06778 0.00
H 4.55607 -0.96321 -2.58102 0.00
H 5.51311 -0.48977 -4.03172 0.00
H 3.28819 -0.97497 -6.19013 0.00
H 4.28305 0.51214 -5.98612 0.00
H 2.49951 0.58723 -6.05674 0.00
H 3.75502 1.23656 -2.43626 -0.01
H 2.46943 1.87485 -3.52475 0.00
H 4.16702 2.02754 -4.03215 0.00
H 1.30250 -1.87095 -5.75781 0.00
H -0.34098 -2.10660 -6.50452 0.00
H 0.82388 -3.47188 -6.34038 0.00
H 1.75512 -3.20086 -3.44282 0.00
H 1.12957 -4.71514 -4.08816 0.00
H 0.40546 -3.96210 -2.64515 0.00
H -2.20768 -2.77079 -4.98335 0.00
H -1.92350 -3.81004 -3.56145 0.00
H -1.46011 -4.43453 -5.20156 0.00
```

Properties
* LUMO (spin up / spin down): 2.42 / 1.45 eV
* electronic energy: -138250.2802 eV
* frontier orbital gap (spin up / spin down): 5.34 / 5.62 eV
* multiplicity: 6
* total charge: -1
* E_HOMO (spin up / spin down): -0.1073 / -0.1533 Ha

---

no.,F_max (eV/A)
1,0.867
2,2.595